No. 1
39
Properties=species:S:1:pos:R:3:forces:R:3:lowdin_spin:R:1 method="wB97M-V/def2-TZVPD" e_tot_ha=-2429.8340 multiplicity=4 total_charge=+1
Co -0.8102 -0.0899 0.1101 0.5 0.0 -0.1 2.741
O -3.8271 -1.9788 -1.5322 -0.1 -0.1 0.0 0.009
C -2.7652 -1.5223 -1.2055 0.3 0.1 -0.1 0.010
O -2.5355 -0.7083 -0.2123 -0.5 -0.2 0.0 0.092
C -1.5018 -1.8760 -1.9968 -0.3 0.0 0.1 0.003
C -1.6197 -2.7528 -3.0849 0.0 0.0 0.0 0.001
C -0.4984 -3.0711 -3.7875 0.0 0.0 0.0 0.000
C 0.7436 -2.5143 -3.4075 0.0 -0.1 -0.1 0.002
C 1.9407 -2.8122 -4.1058 -0.1 0.0 0.0 0.000
C 3.1264 -2.2635 -3.7235 0.0 0.1 0.1 0.000
C 3.1628 -1.3861 -2.6167 0.1 -0.1 -0.1 0.000
C 2.0248 -1.0837 -1.9282 -0.1 0.0 0.0 0.001
C 0.7798 -1.6386 -2.3015 0.1 0.1 0.1 0.005
N -0.3645 -1.3310 -1.6040 0.1 0.1 0.1 0.043
H -2.6011 -3.1389 -3.3174 0.0 0.0 0.0 0.000
H -0.5407 -3.7445 -4.6347 0.0 0.0 0.0 0.000
H 1.8898 -3.4867 -4.9511 0.0 0.0 0.0 0.000
H 4.0356 -2.4948 -4.2606 0.0 0.0 0.0 0.000
H 4.1034 -0.9479 -2.3103 0.0 0.0 0.0 0.000
H 2.0807 -0.4112 -1.0878 -0.1 0.0 0.0 0.000
N 1.0387 0.7974 0.7457 0.1 0.1 0.1 0.033
C 0.8199 1.6598 1.9048 -0.1 -0.1 -0.1 0.003
C 1.8212 2.3486 2.5201 0.0 0.1 0.1 0.000
C 1.5358 3.1652 3.6381 0.0 0.0 -0.1 0.001
C 0.2600 3.2712 4.1104 0.0 0.0 0.0 0.000
C -0.7952 2.5645 3.4864 0.0 0.1 0.1 0.001
C -2.1448 2.6206 3.9150 0.1 0.0 0.0 -0.002
C -3.0960 1.9042 3.2515 0.0 -0.1 -0.1 0.002
C -2.7154 1.1175 2.1457 -0.1 0.0 0.0 0.004
N -1.4727 1.0460 1.7254 0.1 0.0 0.0 0.045
C -0.5076 1.7557 2.3774 0.0 -0.1 -0.1 0.003
H 1.7270 0.0885 0.9879 0.0 -0.1 0.0 0.002
H 1.4633 1.3468 0.0022 0.0 0.0 -0.1 0.002
H 2.8390 2.2738 2.1560 0.0 0.0 0.0 0.000
H 2.3399 3.7062 4.1165 0.0 0.0 0.0 0.000
H 0.0405 3.8961 4.9664 0.0 0.0 0.0 0.000
H -2.4070 3.2341 4.7680 0.0 0.0 0.0 0.000
H -4.1331 1.9244 3.5520 0.0 0.0 0.0 0.000
H -3.4369 0.5320 1.5886 0.0 0.0 0.0 0.000

No. 2
22
Properties=species:S:1:pos:R:3:forces:R:3:lowdin_charge:R:1 method="wB97M-V/def2-TZVPD" e_tot_ha=-1107.6124 smiles=CCCSSC.O.O
C 1.4782 0.4202 -0.2684 -1.7 -1.4 1.3 -0.113
C 2.7446 -0.1415 0.4166 0.4 2.4 -1.1 -0.343
C 2.4773 -0.9721 1.6348 -0.2 -0.8 0.6 -0.530
S 2.3579 -2.7857 1.3074 1.0 0.3 -0.9 0.441
S 0.6920 -3.4939 2.1375 -0.3 0.3 0.4 0.398
C -0.6245 -2.8116 1.0924 0.6 -0.8 -0.8 -0.456
H 1.1101 -0.3290 -0.9891 0.2 0.8 -0.4 0.073
H 0.6294 0.4150 0.4557 0.5 -0.2 0.0 0.065
H 1.4060 1.4647 -0.5583 0.9 -0.1 -0.8 0.065
H 3.4508 -0.4024 -0.3696 -0.2 -1.5 0.0 0.103
H 3.3606 0.7005 0.7107 -0.2 0.7 0.9 0.094
H 3.2393 -0.8490 2.4167 -0.2 0.1 -0.3 0.070
H 1.5077 -0.6388 2.0196 0.3 -0.2 0.2 0.067
H -0.2903 -2.0381 0.3927 0.0 0.8 1.2 0.021
H -0.8525 -3.5256 0.3098 -0.7 -0.8 0.4 0.022
H -1.4158 -2.6490 1.8175 -0.4 0.5 -0.7 0.024
O -2.7486 3.7961 -2.0881 0.1 0.4 0.2 -0.040
H -3.5446 4.2945 -1.8882 -0.3 0.2 -0.1 0.057
H -2.1153 4.1628 -1.4627 0.2 -0.2 0.0 0.061
O -4.2188 1.4626 -2.2112 0.1 -0.1 0.3 -0.082
H -4.9783 1.6586 -2.7658 0.2 0.2 0.0 0.025
H -3.6652 2.2618 -2.1100 -0.4 -0.4 -0.3 -0.022

No. 3
24
Properties=species:S:1:pos:R:3:forces:R:3:lowdin_charge:R:1 method="wB97M-V/def2-TZVPD" e_tot_ha=-5623.5776 smiles="C/C=C(CBr)/C(Br)=C(/C#N)N(C)N"
C -0.5085 1.6931 -1.8202 1.2 0.0 -3.8 -0.103
C 0.3745 0.5864 -1.3961 0.6 -0.5 1.5 -0.122
C 1.4754 0.8375 -0.6222 0.2 -0.8 -0.8 -0.461
C 2.0729 2.1970 -0.3530 -1.8 0.9 -2.6 -0.576
Br 1.0939 3.0292 1.1212 0.0 0.3 -0.1 0.629
C 2.2733 -0.2637 -0.0566 -2.2 -3.9 1.0 -0.531
Br 4.0977 -0.4344 -0.7119 -0.8 0.1 0.4 0.724
C 1.6255 -1.4680 0.5528 2.7 4.9 -1.8 -0.255
C 2.4424 -2.6228 0.6516 0.3 -1.4 -0.7 -0.259
N 3.0008 -3.6222 0.4917 -0.2 0.6 0.5 0.189
N 0.4160 -1.5021 1.1409 -1.5 -1.6 0.7 -0.227
C -0.0401 -2.7008 1.8779 -0.7 -1.2 1.4 -0.058
N -0.3762 -0.3775 1.3376 1.1 0.5 -0.9 0.101
H -1.4557 1.9145 -1.3635 -0.2 -0.3 0.4 0.073
H 0.1733 2.5157 -1.7821 -0.3 1.3 0.4 0.025
H -0.6287 1.6232 -2.9906 -0.4 -0.1 2.1 0.120
H 0.1083 -0.4501 -1.6846 0.3 0.6 0.5 0.126
H 2.0570 2.8467 -1.3408 -0.2 -0.9 2.3 0.121
H 3.0669 2.1507 -0.0263 1.3 -0.2 0.4 0.001
H 0.2084 -2.4785 2.9844 -0.2 -0.9 -1.5 0.107
H -1.2203 -2.9581 1.9223 2.5 1.3 -0.8 0.123
H 0.4300 -3.6710 1.4636 -0.5 1.8 0.9 0.098
H -0.1322 0.2157 2.1244 0.5 -0.2 0.2 0.090
H -1.2723 -0.7473 1.4488 -1.8 -0.1 0.2 0.064

Across the entries above, energy above the lowest of the compared OMol25 structures with the same formula, charge and spin takes the values 0.0, 23.7, 0.0 kcal/mol, respectively.